[1]
A structure of composition C41H62BiN4O8PSSe, computed with ωB97M-V/def2-TZVPD.

Each line ends with the Mulliken charge.
Atoms and positions in Å:
Bi: -0.62596 -2.70521 0.89680  2.211
C: 2.04311 3.35958 -4.02990  -1.484
C: 0.67691 2.73808 -4.36486  2.116
C: -0.40844 3.74384 -3.97585  -1.952
C: 0.58205 2.45065 -5.86778  -1.804
C: 0.57223 1.43992 -3.56957  0.133
C: -0.34832 1.26476 -2.54449  -0.150
C: -0.15464 0.24780 -1.62433  0.439
Se: -1.26569 0.11507 -0.04772  -0.066
C: 0.12747 1.09615 1.04429  1.334
C: -0.06730 2.57472 1.00949  -1.931
C: 0.39932 3.31112 2.01905  0.352
C: 0.82981 2.63345 3.24105  -0.799
C: 0.65295 1.33589 3.52549  0.850
C: -0.01295 0.49223 2.47421  0.055
O: -1.04409 -0.15544 2.70378  -0.803
C: 1.01565 0.80837 4.91608  2.162
C: 2.54752 0.67683 4.98271  -1.469
C: 0.54526 1.78810 6.00427  -1.821
C: 0.37013 -0.55000 5.20647  -1.841
C: 0.53612 4.82305 1.93549  1.951
C: 2.03362 5.14806 1.81989  -1.612
C: -0.05037 5.49537 3.18429  -1.740
C: -0.18226 5.38642 0.70579  -1.995
C: 0.94868 -0.59897 -1.70578  -0.416
O: 1.33919 -1.26561 -0.56458  0.176
C: 1.66910 -0.66124 -2.90683  -0.200
C: 1.48681 0.40993 -3.77869  -0.489
C: 2.58695 -1.82859 -3.30006  2.116
C: 2.37017 -2.12677 -4.79449  -1.865
C: 2.24348 -3.11390 -2.53441  -2.014
C: 4.06167 -1.47863 -3.07083  -1.406
H: 2.16554 4.32265 -4.52967  0.456
H: 2.12691 3.51850 -2.95286  0.219
H: 2.86081 2.70723 -4.33721  0.313
H: -0.30244 4.64838 -4.57591  0.480
H: -1.40654 3.33899 -4.14987  0.354
H: -0.31877 4.02608 -2.92535  0.212
H: 0.63731 3.37627 -6.44305  0.478
H: 1.39087 1.79942 -6.19817  0.294
H: -0.36344 1.95717 -6.09708  0.383
H: -1.17771 1.94046 -2.39278  0.580
H: -0.40726 2.97282 0.06444  0.487
H: 1.26821 3.26021 4.00729  0.478
H: 3.02536 1.60504 4.66542  0.244
H: 2.86194 0.44914 6.00315  0.495
H: 2.88387 -0.13051 4.33752  0.144
H: 1.12913 2.70920 6.00852  0.336
H: -0.50579 2.04160 5.86003  0.396
H: 0.65815 1.31796 6.98216  0.462
H: 0.65784 -1.28191 4.46236  0.085
H: 0.70523 -0.91088 6.18021  0.549
H: -0.71577 -0.46810 5.21472  0.394
H: 2.58227 4.80462 2.69818  0.322
H: 2.46168 4.66075 0.94260  0.233
H: 2.17316 6.22636 1.72485  0.483
H: 0.51757 5.25025 4.08140  0.345
H: -0.03358 6.57957 3.06568  0.454
H: -1.08402 5.17957 3.33367  0.361
H: 0.27688 5.03340 -0.21868  0.268
H: -1.23466 5.09898 0.70481  0.387
H: -0.12038 6.47498 0.71602  0.478
H: 2.13107 0.46940 -4.64585  0.295
H: 1.30970 -2.27765 -5.00116  0.385
H: 2.74013 -1.32524 -5.43359  0.341
H: 2.90463 -3.03792 -5.06587  0.498
H: 1.19273 -3.38176 -2.66562  0.473
H: 2.85425 -3.93255 -2.91904  0.407
H: 2.42919 -3.02870 -1.46731  0.258
H: 4.31233 -0.52351 -3.53768  0.198
H: 4.27555 -1.40925 -2.00732  0.211
H: 4.70238 -2.25389 -3.49580  0.523
O: -0.74613 -4.22895 -0.44190  -0.690
O: -1.48002 -4.61991 0.78036  -0.662
C: -5.61949 -0.71482 0.75260  -0.813
N: -5.26125 -1.58861 -0.35780  -0.024
C: -4.93957 -0.83008 -1.56662  -0.748
P: -4.14920 -2.81769 -0.03898  -0.579
O: -2.74948 -2.28108 -0.11350  0.587
N: -4.51438 -3.89015 -1.23870  0.462
C: -5.87749 -4.10657 -1.70408  -1.287
C: -3.61523 -5.01123 -1.49477  -0.756
N: -4.48228 -3.37260 1.47903  0.675
C: -3.69865 -2.98114 2.63867  -1.067
C: -5.47543 -4.39892 1.72797  -1.078
H: -6.52352 -0.16219 0.48859  0.364
H: -4.82607 0.00667 0.98542  0.133
H: -5.83212 -1.31264 1.63619  0.275
H: -5.82316 -0.27636 -1.89048  0.355
H: -4.63913 -1.51444 -2.35820  0.321
H: -4.12041 -0.12287 -1.39152  0.048
H: -6.53144 -3.33006 -1.31951  0.406
H: -6.25764 -5.08689 -1.39677  0.405
H: -5.90047 -4.07211 -2.79715  0.321
H: -2.60047 -4.74331 -1.21313  0.105
H: -3.63437 -5.24018 -2.56240  0.366
H: -3.91423 -5.90019 -0.93043  0.264
H: -3.07081 -2.12342 2.40018  0.180
H: -3.05768 -3.80302 2.97271  0.242
H: -4.37038 -2.69676 3.45395  0.418
H: -5.99029 -4.64666 0.80289  0.272
H: -6.21639 -4.04379 2.45171  0.328
H: -5.00830 -5.30541 2.12358  0.310
O: 1.39652 0.90810 0.39467  -0.323
C: 1.91727 -0.37046 0.51551  -0.050
N: 1.65206 -0.92328 1.77413  -0.670
S: 2.56935 -2.24267 1.88965  1.117
O: 1.90199 -3.33422 1.18610  -0.857
O: 2.98992 -2.56143 3.22017  -0.850
C: 3.93777 -1.53614 0.94373  0.540
C: 5.29291 -1.78399 0.91593  -0.879
C: 6.10948 -0.84359 0.29109  -0.799
C: 5.58566 0.31440 -0.26813  -0.850
C: 4.21160 0.53661 -0.27872  0.155
C: 3.41278 -0.41267 0.32137  -0.546
H: 5.71425 -2.66426 1.38229  0.564
H: 7.17852 -1.00667 0.26292  0.423
H: 6.24956 1.05490 -0.69432  0.472
H: 3.76333 1.41852 -0.71648  0.621

Summary:
* multiplicity: 1
* energy above the lowest of the compared OMol25 structures with the same formula, charge and spin: 51.6 kcal per mole
* orbital gap: 8.25 eV
* E_HOMO: -8.2 eV
* total charge: 0
* electronic energy: -5775.93570 Ha

---

[2]
A structure of composition C3H11NO3, computed with ωB97M-V/def2-TZVPD.

Each line ends with the Mulliken charge.
Atoms and positions in Å:
C: -1.17905 -0.43735 -0.32533  -0.285
C: -0.28455 -1.51277 -0.90661  -0.324
C: 1.16977 -1.45687 -0.43428  -1.141
N: -1.11899 -0.23980 1.04739  -0.486
H: -1.83444 0.37224 1.41500  0.270
H: -0.20470 0.04100 1.40296  0.245
H: -0.63185 0.72360 -0.77712  0.209
H: -2.19890 -0.43501 -0.70733  0.452
H: -0.71818 -2.48789 -0.64698  0.288
H: -0.32938 -1.43555 -1.99618  0.301
H: 1.24925 -1.65995 0.63571  0.300
H: 1.76665 -2.20856 -0.95306  0.362
H: 1.60566 -0.47456 -0.62102  0.266
O: 1.22098 2.75508 0.68672  -0.211
O: 0.07823 1.65837 -0.51217  -0.576
O: 0.85944 2.14333 1.86921  -0.282
H: 0.10256 2.67181 2.17250  0.339
H: 0.44750 1.98288 -1.34940  0.271

Summary:
* multiplicity: 1
* energy above the lowest of the compared OMol25 structures with the same formula, charge and spin: 178.0 kcal per mole
* orbital gap (alpha / beta): 9.23 / 8.17 eV
* E_HOMO (alpha / beta): -9.5 / -7.8 eV
* total charge: 0
* electronic energy: -401.12942 Ha

---

[3]
A structure of composition C22H21Br2N6OPtS, computed with ωB97M-V/def2-TZVPD.

Each line ends with the Mulliken spin population.
Atoms and positions in Å:
Pt: 11.33588 11.91510 7.65558  1.599
C: 10.07888 11.00929 12.92674  0.007
N: 9.17838 10.69893 11.80769  0.135
C: 7.90677 10.09954 11.96794  0.096
C: 7.41747 9.90414 10.74011  0.182
N: 8.38922 10.38024 9.77541  0.080
C: 9.51091 10.87889 10.46173  -0.100
S: 10.95071 11.49573 10.00658  0.761
C: 8.22734 10.21520 8.37221  -0.017
C: 7.07469 9.55781 7.90373  0.027
C: 6.87927 9.42485 6.53623  -0.009
C: 7.86708 9.89444 5.65571  0.023
C: 8.99207 10.46869 6.21524  0.018
N: 9.16888 10.67314 7.54637  0.136
H: 9.58642 10.75740 13.86245  0.002
H: 10.33933 12.06517 12.86794  0.001
H: 10.97792 10.40073 12.83486  0.002
H: 7.48993 9.88221 12.94851  0.003
H: 6.43710 9.52263 10.41413  0.011
H: 6.33153 9.17123 8.59836  0.001
H: 5.95299 8.95862 6.13508  0.000
H: 7.74327 9.88308 4.57440  0.001
H: 9.81588 10.83435 5.60078  -0.008
Br: 18.08390 12.57405 7.03067  0.004
C: 16.19127 12.35169 6.94280  0.009
C: 15.33927 13.43455 6.56660  0.001
C: 13.96681 13.23995 6.54798  -0.003
N: 13.34839 12.11528 6.99409  0.141
C: 14.14696 11.04913 7.15247  0.010
C: 15.55739 11.14693 7.21138  0.006
C: 13.50209 9.78466 7.22298  0.025
C: 14.19254 8.57726 7.09777  0.005
C: 13.47769 7.36684 6.99232  0.000
Br: 14.38494 5.69736 6.74137  0.001
C: 12.07572 7.43790 7.12735  0.004
C: 11.50238 8.68465 7.39651  -0.006
N: 12.16211 9.84006 7.38056  0.168
H: 15.78022 14.40932 6.29964  0.001
H: 13.28838 14.02834 6.18478  0.002
H: 16.14186 10.29737 7.50758  0.002
H: 15.27930 8.55766 7.01851  0.002
H: 11.47463 6.52678 6.98297  0.001
H: 10.42971 8.77642 7.60324  0.000
N: 11.84263 16.28558 8.48427  0.008
C: 11.52022 14.99348 8.33136  -0.003
O: 12.31360 14.09100 8.62029  0.184
C: 10.16781 14.68620 7.73717  0.013
C: 10.24437 13.44894 6.87202  0.435
H: 12.80203 16.47644 8.73308  -0.002
H: 11.28529 17.10186 8.22453  0.001
H: 9.80189 15.56029 7.16506  0.023
H: 9.50168 14.51450 8.58496  0.003
H: 10.80284 13.64289 5.94980  -0.003
H: 9.25377 13.09010 6.59860  0.017

Summary:
* multiplicity: 5
* energy above the lowest of the compared OMol25 structures with the same formula, charge and spin: 0.0 kcal per mole
* orbital gap (alpha / beta): 7.16 / 4.32 eV
* E_HOMO (alpha / beta): -16.3 / -17.1 eV
* total charge: +3
* electronic energy: -6919.18348 Ha